(1)
C28H61AlBCa2F4KN5O14PS2 | ωB97M-V/def2-TZVPD

Atoms and positions in Å:
C  5.78  -1.37  0.86
C  6.29  -0.34  -0.18
O  5.31  0.76  -0.30
P  5.51  1.56  -1.69
O  6.94  1.67  -1.96
C  4.80  3.24  -1.56
C  4.46  3.56  -0.11
N  3.62  2.54  0.48
C  2.40  2.19  0.11
C  1.50  2.76  -0.95
C  0.67  1.68  -1.68
C  -0.63  1.29  -0.90
C  -0.69  -0.25  -0.90
O  -1.93  -0.77  -0.49
N  1.93  1.18  0.81
C  2.92  0.92  1.66
N  2.77  -0.12  2.52
N  3.94  1.73  1.52
B  5.17  1.67  2.39
O  4.91  1.40  3.71
C  6.64  1.92  1.95
C  7.22  3.03  2.91
O  4.86  0.70  -2.82
C  3.46  0.48  -2.60
C  3.14  -0.73  -1.73
H  6.10  -1.06  1.86
H  6.21  -2.33  0.61
H  4.70  -1.46  0.75
H  7.24  0.08  0.14
H  6.40  -0.86  -1.13
H  3.99  3.35  -2.28
H  5.57  3.94  -1.89
H  3.89  4.51  -0.09
H  5.38  3.76  0.44
H  2.01  3.38  -1.69
H  0.79  3.41  -0.45
H  1.23  0.81  -1.98
H  0.30  2.15  -2.60
H  -1.51  1.67  -1.42
H  -0.60  1.70  0.11
H  0.13  -0.59  -0.25
H  -0.49  -0.56  -1.92
H  -2.09  -0.47  0.42
H  3.04  -0.10  3.49
H  2.43  -0.95  2.11
H  4.55  2.19  4.14
H  6.77  2.25  0.92
H  7.23  1.03  2.15
H  7.67  2.58  3.79
H  7.95  3.65  2.41
H  6.41  3.70  3.23
H  2.92  0.35  -3.54
H  3.05  1.37  -2.11
H  2.15  -1.10  -1.97
H  3.89  -1.51  -1.86
H  3.09  -0.43  -0.67
F  2.24  -4.13  -2.18
Al  3.71  -4.47  -3.00
F  3.53  -4.11  -4.65
F  4.09  -6.11  -2.82
F  4.96  -3.50  -2.32
O  7.77  0.69  -4.60
H  7.36  1.14  -3.84
C  5.80  -8.38  -5.95
C  5.65  -6.87  -6.05
C  4.47  -6.73  -7.00
O  3.64  -7.87  -6.78
C  4.35  -8.83  -5.99
H  6.33  -8.71  -5.05
H  6.34  -8.76  -6.82
H  5.40  -6.45  -5.07
H  6.55  -6.36  -6.41
H  4.80  -6.73  -8.04
H  3.90  -5.82  -6.82
H  3.91  -8.83  -4.99
H  4.23  -9.83  -6.42
C  -6.50  2.20  2.62
C  -6.81  1.40  1.35
C  -5.49  1.25  0.57
S  -4.18  1.30  1.79
O  -3.39  2.48  1.58
O  -3.58  -0.01  1.90
C  -5.24  1.57  3.22
H  -7.34  2.16  3.33
H  -6.31  3.24  2.36
H  -7.19  0.42  1.62
H  -7.57  1.89  0.74
H  -5.44  0.31  0.04
H  -5.33  2.08  -0.12
H  -4.73  2.22  3.94
H  -5.46  0.61  3.66
K  -6.73  4.22  3.95
C  5.80  -4.94  1.26
O  4.94  -4.75  0.41
O  6.38  -6.02  1.47
O  6.18  -4.06  2.07
Ca  3.34  6.09  0.42
C  -11.09  1.41  5.77
C  -10.46  0.77  4.56
O  -9.89  1.44  3.69
N  -10.54  -0.57  4.44
C  -11.16  -1.52  5.36
H  -10.95  2.48  5.72
H  -12.16  1.20  5.79
H  -10.62  1.04  6.68
H  -10.10  -0.93  3.61
H  -10.41  -2.23  5.70
H  -11.94  -2.07  4.82
H  -11.60  -1.02  6.21
C  -11.28  5.44  -0.60
S  -11.12  4.64  1.00
O  -10.20  5.48  1.82
C  -10.18  3.22  0.42
H  -11.81  6.38  -0.46
H  -10.29  5.64  -1.02
H  -11.85  4.79  -1.27
H  -9.26  3.57  -0.06
H  -10.78  2.65  -0.28
H  -9.94  2.60  1.28
Ca  1.89  -2.53  1.68

Charge   +2
2S+1   1
HOMO level   -9.96 eV
Gap between HOMO and LUMO   1.581 eV

=====

(2)
C46H54CeN3O6PS3 | ωB97M-V/def2-TZVPD

Atoms and positions in Å:
Ce  1.52  0.70  0.16
C  -4.71  -5.24  2.08
C  -4.96  -3.76  2.28
C  -4.36  -3.11  3.37
C  -4.40  -1.73  3.49
C  -3.64  -0.99  4.58
C  -5.01  -0.96  2.48
C  -5.72  -1.61  1.43
C  -6.43  -0.69  0.40
C  -5.69  -3.00  1.35
H  -4.72  -5.77  3.01
H  -3.71  -5.43  1.64
H  -5.42  -5.63  1.38
H  -3.84  -3.77  4.09
H  -2.52  -1.02  4.33
H  -3.71  -1.39  5.61
H  -3.96  0.03  4.56
H  -4.94  0.12  2.56
H  -6.46  -1.15  -0.64
H  -5.78  0.20  0.36
H  -7.39  -0.34  0.75
H  -6.19  -3.50  0.54
N  4.82  -1.15  0.93
C  3.66  -1.94  1.03
C  3.67  -2.76  2.18
C  2.61  -3.60  2.32
C  1.60  -3.66  1.31
C  1.61  -2.69  0.35
N  2.63  -1.81  0.20
C  5.05  -0.03  0.12
C  6.33  0.54  0.21
C  6.57  1.69  -0.51
C  5.59  2.09  -1.48
C  4.39  1.44  -1.55
N  4.05  0.47  -0.66
H  5.56  -1.28  1.60
H  4.47  -2.73  2.95
H  2.56  -4.26  3.18
H  0.83  -4.43  1.23
H  0.88  -2.71  -0.49
H  7.09  0.08  0.92
H  7.49  2.26  -0.44
H  5.83  2.86  -2.16
H  3.61  1.69  -2.30
O  0.03  -0.73  4.70
C  1.10  -0.14  5.26
C  1.21  -0.24  6.67
C  2.36  0.19  7.33
C  3.45  0.71  6.59
C  3.23  1.02  5.21
C  2.13  0.56  4.48
C  2.00  0.56  2.99
O  2.73  1.20  2.14
O  1.02  -0.20  2.51
H  0.22  -0.46  3.70
H  0.35  -0.66  7.20
H  2.55  -0.11  8.32
H  4.37  0.97  7.13
H  4.01  1.53  4.67
C  -2.99  5.78  -1.90
C  -2.53  4.43  -1.38
C  -2.56  3.34  -2.39
O  -1.20  4.69  -0.83
P  -0.19  3.77  0.00
S  -1.02  2.11  0.86
S  1.36  3.25  -1.23
O  0.33  4.72  1.15
C  1.39  5.72  1.07
C  1.53  6.38  2.46
C  0.97  6.79  0.01
H  -3.76  5.63  -2.69
H  -2.26  6.47  -2.28
H  -3.60  6.35  -1.12
H  -3.21  4.18  -0.57
H  -1.63  3.45  -3.04
H  -3.45  3.43  -3.06
H  -2.52  2.30  -1.97
H  2.32  5.20  0.76
H  1.03  7.35  2.43
H  2.62  6.49  2.65
H  1.06  5.83  3.30
H  0.06  7.35  0.29
H  0.77  6.33  -1.01
H  1.81  7.47  0.00
O  0.22  -0.54  -1.20
S  -0.87  -0.48  -2.31
C  -1.45  -2.23  -2.27
C  -2.01  -2.84  -3.53
C  -3.15  -2.37  -4.18
C  -3.59  -2.99  -5.37
C  -2.92  -4.12  -5.84
C  -1.78  -4.54  -5.17
C  -1.24  -3.91  -4.09
C  -0.05  -0.24  -3.96
C  1.33  -0.86  -4.28
C  1.63  -0.94  -5.66
C  2.76  -1.50  -6.17
C  3.64  -2.12  -5.29
C  3.30  -2.24  -3.94
C  2.26  -1.48  -3.39
H  -2.15  -2.12  -1.46
H  -0.64  -2.87  -1.96
H  -3.65  -1.49  -3.74
H  -4.42  -2.57  -6.00
H  -3.29  -4.61  -6.76
H  -1.29  -5.49  -5.46
H  -0.30  -4.21  -3.66
H  0.03  0.85  -4.10
H  -0.82  -0.56  -4.66
H  0.94  -0.48  -6.29
H  2.96  -1.40  -7.25
H  4.62  -2.45  -5.60
H  3.86  -2.82  -3.21
H  2.11  -1.41  -2.34

Charge   +2
2S+1   1
HOMO level (alpha / beta)   -11.79 / -11.79 eV
Relative energy (zero: lowest compared OMol25 entry of this formula, charge and spin)   39.3 kcal per mole
Gap between HOMO and LUMO (alpha / beta)   3.538 / 3.539 eV

=====

(3)
C19H19Cl2N3O4ReTe | ωB97M-V/def2-TZVPD

Atoms and positions in Å:
Re  0.90  1.24  -1.19
O  2.01  4.44  0.96
C  1.89  3.21  0.44
O  1.84  2.95  -0.75
C  1.88  2.08  1.34
C  2.24  1.99  2.67
C  2.45  0.69  3.17
C  2.37  -0.41  2.30
C  2.01  -0.17  0.99
N  1.67  1.04  0.54
C  2.16  -1.06  -0.18
O  2.38  -2.30  -0.02
O  2.07  -0.37  -1.24
H  2.04  4.98  0.15
H  2.41  2.87  3.26
H  2.76  0.55  4.20
H  2.65  -1.41  2.62
Cl  1.90  0.59  -6.06
C  2.31  1.92  -4.98
Cl  1.71  1.63  -3.34
H  1.86  2.84  -5.36
H  3.40  2.03  -4.94
C  -2.17  -1.52  0.69
Te  -0.47  -1.02  -0.49
C  -0.34  -3.11  -0.86
C  -1.46  -3.78  -0.13
C  -1.62  -5.17  -0.19
C  -2.67  -5.78  0.50
C  -3.56  -5.01  1.25
C  -3.40  -3.62  1.31
C  -2.35  -3.00  0.63
H  -3.07  -1.02  0.27
H  -2.00  -1.21  1.74
H  0.63  -3.50  -0.48
H  -0.44  -3.31  -1.95
H  -0.94  -5.77  -0.77
H  -2.80  -6.85  0.45
H  -4.38  -5.48  1.78
H  -4.10  -3.03  1.90
N  -1.08  3.54  -0.96
C  -1.84  4.27  -0.09
C  -1.61  3.73  1.16
C  -0.69  2.69  0.93
N  -0.37  2.57  -0.36
H  -1.00  3.65  -1.97
H  -2.47  5.08  -0.43
H  -2.03  4.05  2.10
H  -0.24  2.02  1.65
H  -0.45  1.23  -2.26

Charge   +2
2S+1   4
HOMO level (alpha / beta)   -13.64 / -13.76 eV
Relative energy (zero: lowest compared OMol25 entry of this formula, charge and spin)   0.0 kcal per mole
Gap between HOMO and LUMO (alpha / beta)   6.023 / 5.285 eV

=====

(4)
C13H18NS | ωB97M-V/def2-TZVPD

Atoms and positions in Å:
C  -0.15  1.78  2.99
C  -0.97  2.49  2.15
C  0.49  0.66  2.52
C  -1.25  2.05  0.88
C  -0.67  0.85  0.57
C  -1.18  -0.55  -1.08
C  0.05  -0.94  -1.72
C  1.25  -0.98  -0.75
C  0.77  -1.03  0.75
C  -2.09  2.84  -0.10
C  0.29  -0.06  -2.90
C  2.28  -2.09  -1.07
C  -0.10  -2.21  1.08
N  0.19  0.20  1.27
S  -2.69  -0.82  -1.44
H  0.01  2.23  3.96
H  -1.40  3.44  2.58
H  1.25  -0.06  3.00
H  -0.04  -2.05  -2.14
H  1.70  0.05  -0.80
H  1.69  -1.16  1.26
H  -1.88  2.32  -0.99
H  -3.15  2.92  -0.03
H  -1.78  3.91  -0.16
H  1.16  -0.57  -3.40
H  0.37  0.92  -2.59
H  -0.47  -0.18  -3.64
H  1.75  -2.90  -1.67
H  2.87  -2.35  -0.13
H  2.92  -1.54  -1.77
H  -1.00  -2.04  0.51
H  -0.37  -1.89  2.08
H  0.11  -3.26  0.75

Charge   +1
2S+1   1
HOMO level   -12.29 eV
Relative energy (zero: lowest compared OMol25 entry of this formula, charge and spin)   91.0 kcal per mole
Gap between HOMO and LUMO   8.373 eV

=====

(5)
C2H4NP | ωB97M-V/def2-TZVPD

Atoms and positions in Å:
C  0.21  -0.17  0.00
C  -0.18  -0.88  -1.02
N  0.69  0.56  0.95
P  0.39  1.81  2.14
H  -0.62  -1.92  -0.88
H  -0.45  -0.61  -2.02
H  1.70  0.48  1.16
H  -1.10  1.83  2.17

Charge   0
2S+1   1
HOMO level (alpha / beta)   -6.88 / -6.87 eV
Relative energy (zero: lowest compared OMol25 entry of this formula, charge and spin)   65.8 kcal per mole
Gap between HOMO and LUMO (alpha / beta)   7.295 / 7.292 eV

=====

(6)
C14H11Cl2F3O3S2Tl | ωB97M-V/def2-TZVPD

Atoms and positions in Å:
Tl  0.01  -0.34  -0.03
C  -2.94  -2.40  1.65
C  -1.53  -2.38  2.19
C  -0.60  -3.31  1.73
C  0.71  -3.27  2.16
C  1.13  -2.30  3.07
C  0.21  -1.37  3.53
C  -1.11  -1.42  3.10
H  -2.93  -2.37  0.56
H  -3.51  -1.54  2.01
H  -3.47  -3.31  1.96
H  -0.91  -4.05  1.00
H  1.43  -3.99  1.78
H  2.16  -2.26  3.39
H  0.52  -0.60  4.22
H  -1.82  -0.67  3.45
Cl  2.23  1.70  -0.58
C  1.57  3.30  -0.84
C  2.45  4.24  -1.34
C  2.01  5.54  -1.58
C  0.69  5.85  -1.29
C  -0.17  4.89  -0.79
Cl  -1.80  5.41  -0.47
C  0.21  3.55  -0.53
S  -0.91  2.40  0.10
H  3.47  3.95  -1.55
H  2.69  6.28  -1.97
H  0.32  6.85  -1.46
F  0.07  -4.13  -3.08
C  0.59  -2.90  -2.93
F  1.49  -2.72  -3.91
F  1.26  -2.89  -1.76
S  -0.71  -1.61  -2.96
O  -1.54  -1.98  -1.82
O  -1.31  -1.76  -4.26
O  0.06  -0.39  -2.73

Charge   -1
2S+1   1
HOMO level   -4.62 eV
Relative energy (zero: lowest compared OMol25 entry of this formula, charge and spin)   5.3 kcal per mole
Gap between HOMO and LUMO   7.263 eV

=====

(7)
C11H18N4O3 | ωB97M-V/def2-TZVPD

Atoms and positions in Å:
C  0.98  -2.70  1.74
C  -0.21  -2.14  0.85
C  -1.61  -2.80  1.17
C  0.31  -1.96  -0.65
N  -0.59  -1.27  -1.49
C  -0.88  0.07  -1.52
O  -1.87  0.48  -2.16
C  -0.38  1.05  -0.43
N  0.88  0.64  -0.05
C  -0.54  2.35  -1.15
C  -0.06  3.40  -0.28
C  0.45  4.68  -0.48
N  0.86  5.18  0.73
C  0.98  4.20  1.55
N  0.35  3.10  1.04
C  0.16  -3.47  -1.19
O  -0.77  -3.71  -1.92
O  0.88  -4.60  -0.85
H  0.66  -2.70  2.77
H  1.35  -3.71  1.57
H  1.82  -1.96  1.79
H  -0.30  -1.00  0.92
H  -2.17  -2.29  0.37
H  -1.97  -3.82  1.27
H  -1.96  -2.05  1.89
H  1.33  -1.67  -0.72
H  -1.03  -1.73  -2.22
H  -1.06  0.95  0.47
H  1.15  1.19  0.79
H  1.54  0.87  -0.76
H  -0.05  2.48  -2.12
H  -1.61  2.48  -1.30
H  0.22  5.41  -1.28
H  0.94  6.17  0.79
H  1.61  4.05  2.44
H  0.56  -5.16  -1.61

Charge   0
2S+1   1
HOMO level   -8.56 eV
Relative energy (zero: lowest compared OMol25 entry of this formula, charge and spin)   96.4 kcal per mole
SMILES   CC(C)[C@H](NC(=O)[C@@H](N)Cc1c[nH]cn1)C(=O)O
Gap between HOMO and LUMO   9.170 eV

=====

(8)
C3H12NO3 | ωB97M-V/def2-TZVPD

Atoms and positions in Å:
C  1.96  -0.50  0.90
C  0.83  -0.10  1.87
C  -0.21  0.79  1.27
O  0.07  1.35  0.22
N  1.32  -1.22  -0.34
H  2.64  -1.27  1.22
H  2.35  0.45  0.51
H  1.40  0.34  2.70
H  0.44  -1.03  2.27
H  -1.24  0.87  1.60
H  0.92  -2.07  0.07
H  1.95  -1.58  -1.06
H  0.45  -0.76  -0.71
H  -2.04  1.95  -1.21
H  -3.26  1.04  -0.71
O  -2.45  1.08  -1.24
H  -0.98  -1.27  -2.78
H  -1.43  -0.28  -1.69
O  -0.84  -1.06  -1.84

Charge   +1
2S+1   1
HOMO level   -14.40 eV
Relative energy (zero: lowest compared OMol25 entry of this formula, charge and spin)   13.4 kcal per mole
Gap between HOMO and LUMO   11.264 eV

=====

(9)
C22H35Cl2O8P2S3Si2TeTi | ωB97M-V/def2-TZVPD

Atoms and positions in Å:
Ti  -0.01  1.76  -0.97
O  2.22  1.09  -4.35
P  2.10  1.96  -3.02
O  3.30  2.76  -2.78
O  1.57  0.98  -1.95
O  0.77  2.85  -3.33
P  0.29  4.23  -2.57
O  -1.20  4.35  -3.12
O  1.10  5.40  -2.89
O  0.19  3.71  -1.11
H  2.90  1.48  -4.91
H  -1.78  3.69  -2.70
Cl  -6.62  1.25  -0.02
C  -5.58  2.58  -0.27
Cl  -2.40  1.94  -1.35
H  -4.82  2.75  0.48
H  -5.49  2.94  -1.28
C  0.22  -4.78  -2.66
Si  1.29  -3.23  -2.63
C  1.04  -2.26  -4.21
C  3.10  -3.71  -2.47
C  0.82  -2.19  -1.14
Te  -0.98  -1.09  -1.46
C  -1.70  -1.17  0.55
Si  -2.82  -2.60  0.97
C  -3.31  -2.47  2.78
C  -4.36  -2.53  -0.11
C  -1.92  -4.22  0.68
H  0.46  -5.40  -3.53
H  -0.84  -4.51  -2.72
H  0.36  -5.38  -1.76
H  1.42  -2.82  -5.07
H  1.56  -1.30  -4.18
H  -0.02  -2.06  -4.40
H  3.43  -4.34  -3.30
H  3.29  -4.26  -1.54
H  3.73  -2.81  -2.46
H  1.58  -1.44  -0.92
H  0.67  -2.81  -0.25
H  -2.21  -0.21  0.67
H  -0.80  -1.11  1.17
H  -3.85  -1.54  2.96
H  -2.43  -2.47  3.42
H  -3.95  -3.30  3.08
H  -4.88  -1.58  0.01
H  -5.05  -3.33  0.15
H  -4.10  -2.64  -1.16
H  -1.02  -4.29  1.29
H  -1.63  -4.34  -0.37
H  -2.56  -5.07  0.94
O  0.00  1.49  0.91
C  0.98  1.70  1.89
C  0.91  3.15  2.36
C  0.00  4.09  1.98
C  0.18  5.34  2.64
C  1.23  5.32  3.50
S  1.98  3.78  3.56
C  2.35  1.40  1.31
C  3.11  2.26  0.58
C  4.24  1.64  -0.02
C  4.30  0.31  0.26
S  3.01  -0.19  1.26
C  0.64  0.83  3.09
C  1.44  0.28  4.05
C  0.71  -0.35  5.09
C  -0.64  -0.26  4.90
S  -1.02  0.60  3.47
H  -0.76  3.90  1.24
H  -0.42  6.21  2.45
H  1.61  6.13  4.11
H  2.86  3.31  0.45
H  4.93  2.16  -0.66
H  5.04  -0.40  -0.06
H  2.52  0.34  4.02
H  1.16  -0.86  5.92
H  -1.42  -0.67  5.51

Charge   -1
2S+1   3
HOMO level (alpha / beta)   -5.32 / -5.85 eV
Relative energy (zero: lowest compared OMol25 entry of this formula, charge and spin)   13.3 kcal per mole
Gap between HOMO and LUMO (alpha / beta)   7.484 / 7.999 eV

=====

Q: Among the records above, which one has the highest 2S+1?
A: C19H19Cl2N3O4ReTe